# 1
26
Properties=species:S:1:pos:R:3:mulliken_charge:R:1 method="wB97M-V/def2-TZVPD" total_energy_ev=-100349.5029 charge=+4
C -0.57 0.58 -1.79 -0.11
H -1.62 0.86 -1.87 0.50
H -2.18 -2.26 0.47 0.58
O 0.92 0.72 2.66 -0.43
N 1.48 0.25 -2.97 -0.09
H -1.85 -0.28 2.01 0.62
Zr 2.91 2.92 0.97 1.90
C 1.53 0.55 -0.58 -0.86
H -0.30 0.49 -3.98 0.45
S 0.09 1.55 1.88 1.09
O 0.79 2.77 1.35 -0.64
C 0.19 0.38 -3.01 -0.47
H 0.55 -1.55 1.55 0.24
C -1.31 -1.60 0.35 -0.39
H 0.39 -2.87 0.35 0.33
C -0.15 -2.27 1.10 -0.99
N -0.65 0.85 0.61 0.36
C 2.15 0.24 -1.84 -1.00
C -1.68 -0.21 0.93 -0.70
H 2.11 0.47 0.35 1.45
F -1.09 2.08 2.62 -0.07
H -0.48 -2.97 1.87 0.40
Br -3.35 0.30 0.13 0.35
H -1.20 -1.52 -0.74 0.39
H 3.18 -0.14 -1.87 0.43
C 0.14 0.66 -0.56 0.65

# 2
84
Properties=species:S:1:pos:R:3:mulliken_charge:R:1 method="wB97M-V/def2-TZVPD" multiplicity=2 total_energy_ev=-111509.5852 charge=+1
C 0.33 1.33 -2.85 0.61
C 1.13 3.62 -2.53 -1.29
C -0.01 -0.99 -3.24 -0.83
H -0.61 -3.41 -4.21 0.49
C -2.38 2.27 3.39 -1.14
C -0.11 3.00 -4.52 -0.14
C -3.06 2.30 -0.29 0.14
C 1.65 -0.49 2.62 -0.17
C -0.82 -2.44 0.87 -0.53
N 2.84 -0.25 -0.17 0.57
N -2.09 -1.28 -2.07 0.28
H 5.14 1.98 0.81 0.59
H -4.77 3.72 -4.44 0.42
O 0.64 -1.14 -4.24 -0.55
C 3.53 -1.38 -0.04 -0.25
H 4.66 -1.87 7.58 0.44
Cl -0.83 3.46 -6.02 -0.17
H 3.52 -2.46 3.45 0.50
C -0.99 -3.95 0.83 -0.51
C -1.37 -3.05 -3.54 -1.12
C -3.21 2.57 1.05 -0.81
C -0.22 1.70 -4.10 -0.64
C 4.71 1.01 0.61 -0.76
C -5.87 3.73 -2.58 -0.41
H 5.37 -2.31 0.51 0.56
C -0.36 0.98 3.75 0.61
C 4.83 -1.38 0.43 -0.76
C -3.44 -3.23 -2.37 -0.79
H -0.68 -4.37 1.79 0.28
C 4.38 -2.43 5.48 -0.64
C -1.47 1.75 4.24 -1.23
N 0.78 0.08 1.82 1.06
C -4.79 3.51 -3.38 -0.68
S 2.90 -0.62 6.48 -0.19
O 1.39 -3.01 -1.67 -0.62
S -5.57 3.30 -0.96 -0.16
C 0.58 3.96 -3.74 0.21
H -1.55 1.91 5.30 0.51
H -4.35 -3.76 -2.12 0.45
C -0.24 0.78 2.37 -0.32
C 5.42 -0.18 0.79 -0.61
C 0.98 2.31 -2.05 0.12
C -3.69 2.97 -2.66 -0.12
N 0.14 -2.04 -0.03 1.72
H -2.05 -4.18 0.71 0.33
H -4.03 3.18 1.41 0.50
H -6.83 4.13 -2.87 0.45
Tc 0.70 -0.02 -0.37 -0.85
C -1.21 -1.82 -2.91 0.97
H -0.69 -4.76 -1.19 0.15
C 2.68 2.17 -0.34 -0.38
H 6.43 -0.15 1.18 0.48
C 0.56 -3.10 -0.77 0.10
H 1.65 4.36 -1.93 0.68
C 3.51 -2.02 4.44 -0.35
H 2.44 -1.06 2.16 0.03
C -2.29 2.05 1.97 0.55
C 3.44 0.93 0.10 1.00
C -1.98 1.48 -0.68 -0.51
C -1.22 1.30 1.48 -0.34
H -2.73 2.75 -3.11 0.39
C -3.19 -1.99 -1.81 -0.10
H 0.63 -5.14 -0.10 0.34
C 2.64 -1.03 4.83 0.43
Cl 0.72 5.57 -4.30 -0.17
N 1.47 1.79 -0.89 0.58
H 3.01 -2.28 -0.34 0.28
H -0.73 0.98 -4.73 0.64
H -3.21 2.86 3.77 0.49
C 1.61 -0.37 4.03 0.40
H -3.90 -1.53 -1.12 0.46
C 0.60 0.38 4.58 -1.04
C -2.52 -3.77 -3.25 -0.58
N 0.30 0.08 -2.33 1.20
C -0.12 -4.39 -0.34 -0.81
N -1.09 1.01 0.16 1.36
O -1.44 -1.69 1.60 -0.57
O 3.16 3.27 -0.28 -0.65
H -2.69 -4.73 -3.71 0.44
C -3.97 2.81 -1.33 0.08
H 0.51 0.50 5.65 0.52
H 5.13 -3.20 5.37 0.40
H -1.89 1.17 -1.71 0.38
C 4.15 -1.76 6.64 -0.41